1.
Here is C18H54ClO13Zr as an isolated structure from the OMol25 dataset. Energies are from ωB97M-V/def2-TZVPD.

## Properties
highest occupied orbital energy = -0.5798 hartree
net charge = +3
electronic energy = -59914.35067 eV
energy relative to the best compared isomer or geometry (same formula, charge and spin) = 597.1 kJ/mol
max |F| = 4.63 eV Å⁻¹

Geometry (Å):
Zr -1.7167 4.8735 0.2632
Cl 0.0625 1.3171 0.4331
O 1.2360 1.3197 -0.3558
O -1.0567 0.7077 -0.1216
O 0.2984 0.6791 1.6686
O -0.4423 2.6628 0.7176
C 0.6528 -2.2597 -2.2181
C 0.0237 -2.7193 -0.8428
O -0.0348 -4.0979 -0.4791
H 1.7041 -2.5452 -2.1814
H 0.6392 -1.1801 -2.3679
H 0.2826 -2.7799 -3.1016
H -0.8203 -2.0577 -0.6477
H 0.7023 -2.2616 -0.1230
H 0.9023 -4.2391 -0.3258
C 3.5828 -1.7088 -0.0909
C 3.6351 -3.0003 0.6772
O 2.7007 -3.8348 0.0560
H 2.6099 -1.2228 -0.0184
H 4.0119 -1.6500 -1.0912
H 4.1960 -0.9842 0.4450
H 3.2481 -2.8177 1.6797
H 4.5742 -3.5367 0.8132
H 3.3189 -4.3547 -0.4628
C 2.3570 -1.6667 4.2282
C 3.7513 -1.1641 4.4541
O 4.5560 -1.9210 5.3522
H 2.2499 -2.6988 3.8945
H 1.8473 -0.9851 3.5472
H 1.7869 -1.7680 5.1516
H 3.7858 -0.1740 4.9088
H 4.2909 -1.1634 3.5071
H 5.2542 -1.3094 5.5970
C 0.7250 4.6244 -3.5040
C 0.6841 4.7402 -1.9696
O -0.6225 4.3017 -1.6274
H -0.1452 5.1474 -3.9006
H 0.6535 3.6119 -3.9013
H 1.5985 5.0347 -4.0107
H 0.7340 5.7609 -1.5906
H 1.4457 4.0341 -1.6387
H -0.7803 3.6652 -2.3285
C -4.8478 2.3252 -1.6978
C -4.0502 2.4760 -0.5117
O -2.8081 3.1600 -0.8264
H -5.7343 1.7182 -1.5140
H -4.3426 1.7046 -2.4379
H -5.2466 3.2430 -2.1298
H -3.6928 1.5423 -0.0775
H -4.7494 2.9680 0.1645
H -2.4917 2.6743 -1.5916
C -1.3183 -2.1427 3.6157
C -1.1366 -2.4590 2.0926
O -1.8340 -3.5932 1.6980
H -0.6131 -2.6618 4.2648
H -2.2226 -2.5182 4.0946
H -1.1358 -1.1114 3.9179
H -0.0741 -2.6083 1.9008
H -1.4327 -1.6055 1.4827
H -2.6452 -3.3259 2.1364
C 3.9766 1.0223 -3.2294
C 4.2036 -0.1689 -4.1566
O 2.9974 -0.2021 -4.8991
H 3.9711 1.9411 -3.8157
H 4.7339 0.9696 -2.4472
H 3.0372 1.0239 -2.6765
H 4.3493 -1.0859 -3.5857
H 4.9580 0.0366 -4.9160
H 2.8155 -1.1418 -4.9741
C -2.6827 -1.6683 -2.4022
C -3.2233 -3.0547 -2.0530
O -2.9154 -3.5505 -0.7178
H -1.6428 -1.4926 -2.6775
H -2.8356 -0.8709 -1.6750
H -3.0879 -1.2234 -3.3109
H -2.8796 -3.7573 -2.8121
H -4.3008 -2.9525 -2.1826
H -3.4706 -2.9579 -0.2058
C -2.5258 2.7610 4.0934
C -3.0884 2.8264 2.6613
O -2.8372 4.0866 2.0013
H -2.9377 3.5938 4.6634
H -1.4408 2.7080 4.1826
H -2.8001 1.8672 4.6538
H -4.1462 2.6115 2.8131
H -2.8634 1.9562 2.0448
H -3.4715 4.5574 2.5469

=====

2.
Here is a 6-piece molecular cluster, C18H54N5O6 overall from the OMol25 dataset. Energies are from ωB97M-V/def2-TZVPD.

## Properties
highest occupied orbital energy = -0.4002 hartree
net charge = +1
electronic energy = -39266.78490 eV
energy relative to the best compared isomer or geometry (same formula, charge and spin) = 399.5 kJ/mol
max |F| = 2.57 eV Å⁻¹

Geometry (Å):
N -0.7777 10.2602 1.8231
H 0.0868 10.0095 2.2812
H -0.5249 10.3440 0.8489
H -1.1423 11.1499 2.1326
H -1.4408 9.5130 1.9719
C -1.1936 15.5777 3.7442
C 0.0511 16.0533 4.6326
O -0.2652 16.3943 5.9716
O -1.6231 14.2543 4.0312
H -0.9147 15.6947 2.6970
H -1.9757 16.3199 3.9040
H 0.5765 16.8637 4.1273
H 0.7140 15.1892 4.6761
H 0.5252 16.7599 6.3755
H -1.7324 14.2672 4.9849
C 2.4258 4.8091 -2.9522
C 2.8406 6.1716 -2.4134
C 3.9444 6.7603 -3.3009
O 4.3137 8.0640 -2.7906
C 5.1866 8.7492 -3.6956
N 1.6377 7.0006 -2.3024
H 3.2831 4.1531 -2.8008
H 1.9692 4.8469 -3.9412
H 1.5777 4.3840 -2.4154
H 3.3202 6.0802 -1.4389
H 3.4787 6.8401 -4.2832
H 4.7586 6.0361 -3.3254
H 6.1544 8.2577 -3.5961
H 5.3825 9.7673 -3.3593
H 4.9016 8.8030 -4.7463
H 0.9320 6.5850 -1.7113
H 1.8663 7.9705 -2.1377
C 4.8903 7.8799 3.9810
C 3.3544 7.9845 3.8842
C 2.5802 7.5984 5.1728
O 1.1330 7.6573 5.1722
C 0.4386 7.1546 6.3274
N 3.0044 9.3164 3.5033
H 5.2205 8.7114 4.6036
H 5.3917 8.0236 3.0239
H 5.2499 6.9187 4.3482
H 2.9847 7.3852 3.0521
H 2.9663 8.2917 5.9200
H 2.8626 6.5734 5.4131
H -0.6313 7.3601 6.3617
H 0.7816 7.4320 7.3242
H 0.4684 6.0681 6.2461
H 3.4418 9.9510 4.1560
H 3.4941 9.5409 2.6489
C -0.3007 12.7563 -3.2546
C 1.0001 12.1452 -3.7041
C 1.8988 13.1790 -4.3790
O 1.4996 13.4476 -5.7206
C 2.1295 12.7112 -6.7108
N 1.5322 11.5951 -2.4884
H -0.9758 11.9966 -2.8605
H -0.7558 13.2966 -4.0847
H -0.2166 13.5028 -2.4647
H 0.7319 11.3545 -4.4048
H 2.9396 12.8554 -4.3657
H 1.9555 14.1138 -3.8214
H 1.5947 12.7534 -7.6597
H 2.1826 11.6606 -6.4253
H 3.1448 13.0571 -6.9044
H 1.8001 12.3591 -1.8845
H 2.4538 11.2069 -2.6298
C -6.3172 8.3035 2.1902
C -5.4532 7.3256 3.0062
C -6.1950 6.1267 3.6794
O -6.8603 6.7163 4.7261
C -7.7882 5.8041 5.4110
N -4.3481 6.9732 2.1514
H -5.7674 9.0515 1.6189
H -7.0118 8.7048 2.9280
H -6.9380 7.7804 1.4628
H -4.9564 7.9078 3.7824
H -5.5051 5.3590 4.0296
H -6.9004 5.6569 2.9941
H -8.4720 6.4806 5.9238
H -7.2812 5.1293 6.1008
H -8.3496 5.2301 4.6738
H -3.9324 6.1614 2.5851
H -4.7137 6.5630 1.3039

=====

3.
Here is a 9-piece molecular cluster, C18H54O9 overall from the OMol25 dataset. Energies are from ωB97M-V/def2-TZVPD.

## Properties
highest occupied orbital energy = -0.3392 hartree
electronic energy = -37966.85429 eV
energy relative to the best compared isomer or geometry (same formula, charge and spin) = 290.5 kJ/mol
max |F| = 1.30 eV Å⁻¹

Geometry (Å):
C 2.4730 -0.5430 -4.6987
C 3.2168 -1.5838 -5.5383
O 3.7813 -2.5310 -4.6242
H 3.1395 -0.0742 -3.9792
H 1.6515 -1.0337 -4.1806
H 2.0932 0.2105 -5.3909
H 4.0229 -1.1244 -6.1153
H 2.5064 -2.0942 -6.1951
H 4.5136 -3.0003 -5.0306
C 4.0094 1.4315 -0.9046
C 4.8137 2.4963 -0.1608
O 4.6963 2.3055 1.2603
H 2.9580 1.4755 -0.6309
H 4.4180 0.4324 -0.7531
H 4.1051 1.6113 -1.9826
H 4.4132 3.4991 -0.3323
H 5.8667 2.4832 -0.4553
H 5.4465 1.7823 1.5556
C -1.2593 -4.2450 -1.5499
C -2.1195 -4.9994 -2.5351
O -3.4620 -4.5442 -2.4380
H -1.5478 -4.4091 -0.5109
H -1.4150 -3.1700 -1.6839
H -0.1957 -4.4432 -1.6741
H -2.0252 -6.0746 -2.3290
H -1.7920 -4.8499 -3.5727
H -4.0343 -5.1462 -2.9193
C -0.7164 -0.0018 -1.5528
C -0.1190 -0.5041 -0.2466
O -1.0685 -0.3534 0.8032
H -0.0032 -0.1041 -2.3693
H -1.0815 1.0094 -1.3727
H -1.5531 -0.6504 -1.8210
H 0.7893 0.0485 0.0180
H 0.1265 -1.5604 -0.4209
H -0.6960 -0.8446 1.5586
C 0.5695 3.5727 -2.8945
C 1.9806 4.1010 -2.7935
O 2.7631 3.6034 -3.8836
H 0.5269 2.4963 -2.7366
H 0.1545 3.7469 -3.8926
H -0.1172 4.1094 -2.2380
H 2.3993 3.7777 -1.8306
H 2.0228 5.1990 -2.8216
H 3.6820 3.6484 -3.5986
C -3.4147 -0.1414 3.7260
C -4.3243 -1.3119 3.9939
O -4.7901 -1.2639 5.3437
H -2.9554 -0.2516 2.7413
H -2.5803 -0.1002 4.4316
H -3.9393 0.8121 3.7587
H -3.8162 -2.2561 3.7678
H -5.1757 -1.2383 3.3046
H -5.3342 -2.0491 5.4683
C -3.0514 3.8762 -0.0134
C -2.5010 2.7453 0.8274
O -3.1334 1.5184 0.4578
H -3.0909 3.6033 -1.0675
H -2.4091 4.7558 0.0989
H -4.0510 4.2184 0.2631
H -2.6332 2.8981 1.9044
H -1.4213 2.6817 0.6452
H -2.4604 0.8198 0.5627
C 0.3433 1.6630 4.8727
C 0.0924 1.6594 3.3789
O 0.4343 2.9618 2.8473
H -0.1814 2.4886 5.3532
H 1.4095 1.7247 5.0963
H -0.0434 0.7647 5.3688
H -0.9548 1.4946 3.1422
H 0.7416 0.9447 2.8652
H 1.3918 3.0473 2.8884
C 0.0221 -4.1381 2.0173
C -0.7457 -3.2489 2.9946
O -0.1968 -1.9292 3.0316
H -0.5677 -5.0095 1.7287
H 0.9324 -4.4826 2.5113
H 0.2566 -3.5916 1.1055
H -0.7076 -3.6526 4.0088
H -1.7887 -3.1950 2.6882
H 0.7102 -1.9731 3.3488

=====

4.
Here is C18H55CaN9O4P3 as an isolated structure from the OMol25 dataset. Energies are from ωB97M-V/def2-TZVPD.

## Properties
highest occupied orbital energy = -0.3520 hartree
net charge = +1
electronic energy = -87461.87591 eV
energy relative to the best compared isomer or geometry (same formula, charge and spin) = 448.2 kJ/mol
max |F| = 6.45 eV Å⁻¹

Geometry (Å):
Ca -0.7724 -2.7037 0.2123
O -0.8793 -0.7533 1.2667
H -1.1521 0.1295 0.9492
O -2.0638 -3.7469 2.0061
P -3.5286 -3.7066 2.2909
N -4.2645 -2.1998 1.7287
C -4.1565 -1.0400 2.4973
C -4.3250 -1.9977 0.2708
N -3.9109 -3.8935 3.9157
C -2.8676 -4.2242 4.8695
C -5.1871 -3.4881 4.5361
N -4.5653 -4.9283 1.5748
C -5.9668 -5.2150 1.7455
C -3.8717 -6.0601 0.8755
H -3.6971 -1.3103 3.4481
H -5.1328 -0.5998 2.7004
H -3.5027 -0.3193 2.0060
H -4.4242 -2.9523 -0.2459
H -3.4760 -1.3782 -0.0184
H -5.2610 -1.4846 0.0499
H -2.4073 -3.3537 5.3369
H -3.2055 -5.0422 5.5057
H -2.1224 -4.8165 4.3385
H -5.6799 -2.7505 3.9028
H -5.8834 -4.3238 4.6054
H -4.8695 -3.0653 5.4893
H -6.5474 -4.3543 2.0774
H -6.4275 -5.3221 0.7635
H -6.0869 -6.0756 2.4036
H -4.4801 -6.9618 0.9451
H -3.0560 -6.3140 1.5524
H -3.4972 -5.8871 -0.1334
O 4.2386 2.9367 2.5872
P 3.6653 3.5681 1.4470
N 2.1992 2.8696 0.9963
C 2.0412 1.4633 0.6264
C 0.9892 3.3220 1.8680
N 4.6839 3.3845 0.1126
C 4.3057 3.7025 -1.2323
C 6.1161 3.3671 0.3774
N 3.4175 5.2116 1.4843
C 2.6415 5.9768 0.5272
C 3.7369 5.8761 2.6101
H 2.1438 1.3397 -0.4517
H 1.1518 1.0251 1.0793
H 2.8932 0.9149 1.0281
H 0.6847 4.2553 1.3945
H 1.4037 3.5644 2.8466
H 0.2459 2.5263 1.9172
H 4.8004 3.1173 -2.0075
H 3.2243 3.6087 -1.3319
H 4.5420 4.7664 -1.2495
H 6.3065 4.2982 0.9111
H 6.3722 2.3867 0.7791
H 6.6634 3.5193 -0.5529
H 3.2780 6.2536 -0.3133
H 1.7071 5.5194 0.2021
H 2.2545 6.8677 1.0217
H 2.9099 5.9799 3.3126
H 4.1469 6.8477 2.3346
H 4.4209 5.3318 3.2613
O 0.7695 -1.7547 -1.5054
P 0.9038 -0.7603 -2.6002
N 0.4384 0.9331 -2.3247
C 0.9430 2.0701 -3.1044
C -0.8434 1.1579 -1.6760
N 0.2097 -1.1218 -4.1210
C -0.1035 -0.1109 -5.1640
C -0.3147 -2.4690 -4.3291
N 2.5926 -0.6868 -3.1191
C 2.9448 -0.7017 -4.5481
C 3.6562 -0.2272 -2.2075
H 1.0324 1.9033 -4.1778
H 1.8979 2.4133 -2.7060
H 0.2490 2.9095 -3.0618
H -1.6795 0.8376 -2.2977
H -0.9276 2.2326 -1.5150
H -0.8064 0.4978 -0.8095
H 0.7861 0.1716 -5.7271
H -0.9101 -0.4672 -5.8047
H -0.5232 0.7520 -4.6470
H 0.2854 -3.3287 -4.0310
H -1.2009 -2.5974 -3.7076
H -0.6176 -2.6509 -5.3603
H 2.5720 -1.5478 -5.1253
H 2.8282 0.2711 -5.0257
H 4.0054 -0.9379 -4.6341
H 4.5836 -0.7981 -2.2526
H 3.4357 -0.4876 -1.1723
H 3.8779 0.8362 -2.2970

=====

5.
Here is a 9-piece molecular cluster, C18H55ClN3O15 overall from the OMol25 dataset. Energies are from ωB97M-V/def2-TZVPD.

## Properties
highest occupied orbital energy (spin up / spin down) = -0.3358 / -0.3358 hartree
expectation value of S² = 0.754
electronic energy = -67245.47001 eV
spin multiplicity = 2
max |F| = 4.82 eV Å⁻¹

Geometry (Å):
Cl -22.1238 -4.4438 -12.6813
O -23.0331 -5.5236 -12.7134
O -22.3343 -3.5842 -11.5559
O -20.8688 -5.0131 -12.6242
O -22.3378 -3.5899 -13.8658
O -24.4148 -6.7395 -15.6251
H -24.1865 -6.9158 -16.5378
H -23.5892 -6.4776 -15.2175
O -25.0458 -2.8770 -10.4688
H -24.1416 -2.9224 -10.7797
H -25.5021 -2.3597 -11.1325
O -25.3578 -7.3177 -12.0197
H -24.5579 -6.7953 -12.0783
H -25.0564 -8.1908 -11.7687
O -23.6854 -4.1367 -8.3210
H -22.8275 -3.8628 -8.6452
H -23.4936 -4.8345 -7.6945
O -19.2458 -6.8739 -10.7573
H -19.8743 -6.2830 -11.1721
H -18.5291 -6.9430 -11.3879
C -21.1565 -2.4315 -21.7053
O -22.1333 -1.6010 -21.0292
C -22.4597 -2.0967 -19.7175
C -22.8777 -0.8989 -18.7584
N -24.1141 -1.1567 -17.9347
C -23.9529 -2.2174 -16.9017
C -25.2216 -2.2278 -16.0381
O -25.5048 -0.9560 -15.3709
C -24.5814 -0.6986 -14.2032
H -20.1864 -2.3668 -21.2124
H -21.2020 -1.9610 -22.6875
H -21.4604 -3.4762 -21.7718
H -21.5709 -2.5672 -19.2972
H -23.2280 -2.8694 -19.7444
H -23.1157 -0.1382 -19.5019
H -22.0834 -0.4878 -18.1353
H -24.3897 -0.4356 -17.2834
H -23.1077 -1.9810 -16.2554
H -23.8328 -3.1749 -17.4084
H -25.0614 -3.0303 -15.3180
H -26.1125 -2.5382 -16.5839
H -23.5296 -0.7934 -14.4730
H -24.7733 -1.3903 -13.3830
H -24.6754 0.3484 -13.9147
C -17.8893 -3.4376 -10.8386
O -17.5295 -2.3718 -9.9928
C -17.6423 -1.0669 -10.6828
C -17.1384 0.1550 -9.7952
N -15.6842 0.2583 -9.5614
C -14.8520 0.8635 -10.6066
C -13.3766 0.3710 -10.7518
O -12.5055 0.8266 -9.7266
C -11.1630 0.3219 -9.9319
H -17.0732 -3.7719 -11.4793
H -18.8790 -3.4705 -11.2941
H -18.2176 -4.3493 -10.3395
H -18.6985 -0.9777 -10.9370
H -16.9651 -1.0339 -11.5363
H -17.7610 0.2253 -8.9033
H -17.3653 1.1186 -10.2514
H -15.5662 0.8263 -8.7346
H -14.8933 1.9471 -10.4965
H -15.1669 0.7556 -11.6446
H -13.0579 0.6409 -11.7586
H -13.4856 -0.7107 -10.6733
H -10.6009 0.5649 -10.8336
H -11.2761 -0.7467 -9.7491
H -10.4480 0.7325 -9.2191
C -20.0490 1.3828 -12.4990
O -20.7486 0.3627 -13.2254
C -19.7827 -0.6045 -13.5733
C -20.1392 -1.2316 -14.9751
N -19.5190 -2.4870 -15.2642
C -19.5318 -2.9352 -16.6447
C -18.6886 -4.2012 -16.5101
O -19.3372 -5.1665 -15.6442
C -20.5470 -5.8584 -16.0352
H -19.2980 1.8854 -13.1084
H -19.6146 1.1039 -11.5390
H -20.7390 2.1893 -12.2509
H -19.8295 -1.4504 -12.8874
H -18.7331 -0.3127 -13.6084
H -19.9757 -0.5971 -15.8462
H -21.2155 -1.3896 -14.9059
H -19.8551 -3.2916 -14.7546
H -19.2668 -2.1860 -17.3908
H -20.5065 -3.1796 -17.0668
H -17.6947 -3.8846 -16.1940
H -18.6938 -4.4954 -17.5596
H -20.7735 -6.7886 -15.5142
H -20.4950 -6.0933 -17.0984
H -21.4001 -5.2087 -15.8399